Here is an isolated molecule of C2H6N2O4 in a non-equilibrium geometry from OMol25. Energies are from ωB97M-V/def2-TZVPD.

Summary:
energy relative to the best compared isomer or geometry (same formula, charge and spin)	5.269	eV
HOMO-LUMO gap	0.387	hartree
spin multiplicity	1
largest force on an atom	4.105	eV/Å
SMILES	CO[C@](N)(O)[N+](=O)[O-]
LUMO level	-0.22	eV

CARTESIAN COORDINATES (ANGSTROEM)
C  -0.45644  0.73503  -1.25056
O  -1.04143  0.39113  0.01764
C  -0.38931  -0.50263  0.89720
N  0.98197  0.02514  1.08191
O  -0.30693  -1.89217  0.43949
N  -1.20649  -0.59501  2.24086
O  -1.02720  0.23791  3.08166
O  -1.98530  -1.53656  2.31804
H  0.01826  -0.32371  -1.49238
H  0.28510  1.51204  -1.05333
H  -1.32567  0.88226  -1.92606
H  1.66578  -0.80482  1.25589
H  1.10953  0.59992  1.94475
H  -0.92987  -2.38534  1.00497